1.
DFT (ωB97M-V/def2-TZVPD) results for a 12-piece molecular cluster, C54H117N9O18 overall.

Values from the calculation:
HOMO-LUMO gap = 0.307 hartree
Highest occupied orbital energy = -8.0 eV

Geometry (Å):
C  16.654  19.632  8.428
C  17.410  20.313  9.617
C  18.924  20.077  9.541
C  17.264  21.863  9.530
C  15.808  22.329  9.860
C  15.477  21.887  11.344
C  15.645  20.362  11.551
C  15.752  20.069  13.026
C  14.522  19.494  10.967
N  16.917  19.853  10.933
O  17.011  18.406  10.972
H  16.514  18.555  8.538
H  15.698  20.182  8.298
H  17.141  19.740  7.456
H  19.328  20.638  8.766
H  19.354  20.331  10.488
H  19.133  18.971  9.314
H  17.920  22.253  10.249
H  17.467  22.209  8.506
H  15.797  23.411  9.856
H  15.082  21.959  9.124
H  14.377  21.976  11.529
H  16.099  22.529  11.984
H  16.715  20.500  13.257
H  15.714  18.966  13.196
H  14.978  20.652  13.541
H  14.088  19.798  9.947
H  13.693  19.579  11.682
H  14.830  18.464  10.921
H  17.737  18.170  11.590
C  16.661  11.682  10.004
C  16.935  12.158  8.596
C  17.648  11.062  7.749
C  15.662  12.537  7.935
C  15.055  13.852  8.401
C  16.156  14.846  8.172
C  17.427  14.587  8.931
C  18.483  15.631  8.447
C  17.160  14.793  10.484
N  17.930  13.252  8.486
O  19.084  12.908  9.231
H  17.472  11.821  10.736
H  15.725  12.203  10.406
H  16.528  10.593  9.959
H  18.602  10.775  8.194
H  16.895  10.237  7.708
H  17.734  11.470  6.761
H  15.803  12.616  6.811
H  14.997  11.619  7.970
H  14.139  14.159  7.884
H  14.782  13.839  9.481
H  15.850  15.878  8.367
H  16.361  14.808  7.098
H  19.442  15.593  8.957
H  18.021  16.583  8.595
H  18.674  15.525  7.414
H  18.038  14.864  11.044
H  16.592  13.923  10.789
H  16.652  15.680  10.495
H  18.882  13.188  10.112
C  20.462  17.399  11.827
C  20.447  16.921  13.305
C  19.827  15.510  13.353
C  21.837  16.818  13.840
C  22.476  18.195  14.161
C  21.540  18.946  15.176
C  20.094  19.033  14.706
C  19.148  19.420  15.909
C  20.002  20.113  13.670
N  19.591  17.721  14.304
O  18.277  17.956  13.772
H  21.047  16.636  11.368
H  19.408  17.403  11.448
H  20.906  18.358  11.605
H  18.965  15.456  12.674
H  20.555  14.701  13.045
H  19.642  15.350  14.382
H  21.869  16.275  14.761
H  22.391  16.339  13.045
H  23.432  17.979  14.655
H  22.708  18.786  13.241
H  22.042  19.952  15.482
H  21.607  18.227  16.009
H  19.637  20.276  16.320
H  19.135  18.609  16.565
H  18.111  19.671  15.602
H  19.064  20.162  13.084
H  20.819  20.079  12.983
H  19.939  21.022  14.206
H  17.649  17.927  14.564
C  15.452  11.315  20.337
O  16.677  12.007  20.356
C  16.765  13.066  19.519
O  17.739  13.828  19.540
O  15.766  13.106  18.693
C  15.895  14.006  17.576
H  15.665  10.521  21.083
H  15.241  10.854  19.327
H  14.563  11.901  20.702
H  16.804  13.567  17.098
H  15.987  15.037  17.852
H  15.029  13.815  17.014
C  19.971  10.963  20.300
O  20.363  11.657  19.111
C  19.425  11.799  18.162
O  18.362  11.260  18.134
O  19.834  12.610  17.199
C  20.931  13.466  17.377
H  19.685  9.927  20.093
H  19.117  11.494  20.802
H  20.778  10.882  20.956
H  21.554  13.243  16.528
H  21.407  13.478  18.352
H  20.481  14.490  17.304
C  12.644  11.788  18.053
O  12.816  11.831  16.606
C  12.533  13.045  15.986
O  11.961  14.004  16.483
O  12.985  13.053  14.752
C  14.047  12.119  14.278
H  11.580  11.723  18.229
H  13.144  12.669  18.443
H  13.183  10.954  18.472
H  15.066  12.586  14.399
H  13.964  12.106  13.178
H  13.944  11.189  14.810
C  17.119  8.887  16.852
N  17.701  9.192  15.570
C  16.965  9.724  14.560
C  17.782  10.169  13.338
O  15.771  9.801  14.565
H  16.765  7.854  16.964
H  16.262  9.493  16.972
H  17.857  9.184  17.590
H  18.672  9.296  15.605
H  17.113  10.036  12.519
H  18.721  9.670  13.192
H  18.100  11.204  13.474
C  17.508  17.533  18.416
N  16.627  16.850  19.311
C  15.318  17.169  19.442
C  14.481  16.095  20.123
O  14.807  18.184  18.960
H  16.988  18.134  17.722
H  18.096  16.730  17.892
H  18.188  18.080  19.038
H  16.907  15.995  19.727
H  14.155  15.452  19.299
H  13.558  16.485  20.593
H  15.111  15.417  20.819
C  13.012  21.158  17.868
N  12.631  19.729  17.682
C  11.333  19.363  17.573
C  11.077  17.946  17.997
O  10.436  20.021  17.030
H  13.687  21.563  17.114
H  13.409  21.286  18.911
H  12.061  21.725  17.862
H  13.111  19.051  18.331
H  11.708  17.729  18.876
H  11.224  17.178  17.215
H  10.054  17.775  18.378
C  9.298  17.365  14.519
N  10.127  18.577  14.555
C  11.070  18.828  13.627
C  11.754  20.122  13.651
O  11.425  18.039  12.701
H  8.685  17.385  15.388
H  9.915  16.442  14.568
H  8.722  17.357  13.535
H  10.102  19.235  15.341
H  11.239  20.958  14.125
H  11.791  20.368  12.568
H  12.780  19.987  14.010
C  14.095  15.699  13.098
N  15.179  15.970  13.957
C  15.220  16.778  15.043
C  13.861  17.236  15.544
O  16.257  16.924  15.677
H  14.489  15.388  12.125
H  13.643  16.688  12.907
H  13.265  15.054  13.476
H  16.120  15.703  13.752
H  13.925  18.162  16.153
H  13.615  16.382  16.199
H  13.108  17.322  14.773
C  11.670  14.368  11.088
N  11.876  15.737  10.528
C  12.040  15.866  9.217
C  12.247  17.243  8.706
O  12.013  14.949  8.440
H  11.606  14.379  12.179
H  12.467  13.651  10.749
H  10.709  13.924  10.705
H  11.651  16.505  11.194
H  11.644  17.382  7.776
H  13.296  17.439  8.297
H  11.960  18.099  9.312


2.
DFT (ωB97M-V/def2-TZVPD) results for H80O40 as an isolated structure.

Values from the calculation:
HOMO-LUMO gap (alpha / beta) = 0.339 / 0.090 hartree
Charge = +1
2S+1 = 2
Highest occupied orbital energy (alpha / beta) = -12.4 / -12.4 eV
ΔE to the lowest compared entry with this formula, charge and spin = 202.28 kcal per mole

Geometry (Å):
H  0.403  -2.408  -4.242
H  0.533  -0.812  -3.687
O  0.027  -1.540  -3.995
H  -0.654  -5.526  -1.553
H  0.494  -6.233  -1.311
O  -0.251  -6.396  -1.931
H  3.337  1.047  -5.546
H  2.393  -0.075  -6.084
O  3.050  0.107  -5.439
H  -0.518  3.340  -2.996
H  0.292  4.559  -3.158
O  0.121  3.677  -3.594
H  3.569  -0.300  1.993
H  4.935  -0.142  2.676
O  4.420  0.108  1.893
H  0.350  4.775  -0.634
O  -0.149  5.219  -1.369
H  -4.766  2.057  -1.462
O  -5.210  2.274  -2.280
H  -0.380  -1.174  -1.036
H  0.642  -1.946  -0.164
O  -0.276  -1.547  -0.138
H  1.735  2.935  1.893
H  1.233  4.265  2.453
O  0.925  3.330  2.171
H  -1.353  2.712  -4.790
H  -1.723  2.291  -6.210
O  -1.231  2.944  -5.707
H  -1.713  -3.520  -0.528
H  -2.521  -4.531  0.370
O  -2.269  -3.581  0.250
H  -0.409  2.273  6.152
O  -0.650  1.627  6.816
H  1.348  0.467  -0.645
H  1.945  1.423  -1.232
O  2.310  0.535  -0.886
H  -3.936  -0.969  -4.519
H  -2.659  -1.062  -5.312
O  -3.506  -1.426  -5.231
H  2.892  -2.318  5.806
H  3.162  -3.351  4.719
O  3.549  -2.545  5.083
H  -0.332  1.268  -0.478
H  -0.772  2.687  -1.102
O  0.011  2.207  -0.673
H  0.274  1.520  1.008
H  -0.344  0.296  2.023
O  0.263  0.609  1.284
H  -0.035  -1.603  5.553
H  -0.230  -2.756  6.556
O  -0.527  -2.506  5.671
H  -4.472  -1.264  0.118
O  -3.524  -1.293  0.171
H  2.669  -2.427  -4.900
H  2.118  -3.836  -4.754
O  1.916  -2.912  -4.588
H  1.584  0.494  2.234
O  2.088  -0.095  2.941
H  2.898  1.606  0.238
H  3.727  1.745  1.615
O  3.099  2.217  1.013
H  3.867  -3.153  0.065
H  4.580  -3.935  -1.045
O  4.051  -4.102  -0.206
H  -1.046  -2.453  -2.821
H  -2.321  -3.215  -2.765
O  -1.458  -3.164  -2.338
H  1.151  1.059  -3.565
H  1.830  -0.121  -4.152
O  1.184  0.091  -3.482
H  -4.288  4.444  -1.344
H  -3.560  4.270  0.091
O  -3.515  4.218  -0.871
H  1.485  3.092  -4.770
H  2.329  3.716  -3.742
O  2.397  3.033  -4.375
H  4.548  -0.979  -3.078
H  3.826  -1.085  -1.784
O  3.910  -1.509  -2.613
H  -1.310  -0.135  -3.141
H  -0.738  1.218  -2.394
O  -1.263  0.396  -2.333
H  -0.632  -1.633  2.289
H  -0.426  -2.263  3.673
O  0.097  -1.696  3.063
H  -1.939  -0.174  0.876
H  -2.699  -0.615  2.109
O  -2.172  0.106  1.801
H  -0.709  5.192  1.423
O  -0.377  6.055  1.217
H  -5.117  -0.566  -2.577
H  -4.336  0.587  -2.543
O  -4.279  -0.317  -2.968
H  -3.087  -2.151  -0.178
H  -0.321  6.062  -0.969
H  2.031  -1.025  2.601
H  -5.268  1.545  -2.910
H  -0.945  1.011  6.078
H  -1.051  6.708  1.446
O  2.822  5.536  1.403
H  2.908  4.580  1.090
H  2.186  5.789  0.683
O  -2.203  -2.812  3.308
H  -2.296  -2.840  2.240
H  -1.891  -3.684  3.501
O  -1.113  2.247  3.767
H  -0.549  2.583  3.046
H  -1.481  1.368  3.553
O  1.420  -4.455  4.374
H  0.605  -4.756  4.870
H  1.132  -3.591  4.589
O  0.786  -4.508  -0.162
H  1.652  -4.093  0.116
H  0.103  -4.218  0.438
O  0.425  -0.288  5.051
H  1.084  0.189  5.582
H  0.841  -0.476  4.216
O  -4.113  0.132  4.094
H  -4.760  -0.547  4.321
H  -4.203  0.769  4.866


3.
DFT (ωB97M-V/def2-TZVPD) results for B4F16Mg as an isolated structure.

Values from the calculation:
HOMO-LUMO gap = 0.421 hartree
Charge = -2
Highest occupied orbital energy = -5.8 eV
ΔE to the lowest compared entry with this formula, charge and spin = 65.20 kcal per mole

Geometry (Å):
Mg  -0.023  0.254  0.010
B  2.453  0.588  -0.631
F  1.888  0.731  0.530
F  1.355  0.357  -1.362
F  2.976  1.785  -0.971
F  3.237  -0.518  -0.682
B  -1.226  2.427  0.431
F  -2.506  2.929  0.633
F  -1.009  1.679  -0.635
F  -0.364  3.452  0.373
F  -0.856  1.475  1.374
B  -1.921  -1.395  -1.249
F  -1.741  -2.700  -1.332
F  -1.821  -0.865  -0.028
F  -0.894  -0.707  -1.869
F  -3.221  -0.947  -1.686
B  0.826  -1.718  1.468
F  0.778  -1.510  0.131
F  -0.129  -2.651  1.517
F  1.975  -2.158  2.017
F  0.223  -0.508  1.961


4.
DFT (ωB97M-V/def2-TZVPD) results for a 40-piece molecular cluster, H80O40 overall.

Values from the calculation:
HOMO-LUMO gap = 0.361 hartree
Highest occupied orbital energy = -10.5 eV
ΔE to the lowest compared entry with this formula, charge and spin = 396.33 kcal per mole

Geometry (Å):
H  3.454  0.692  -0.309
H  3.110  2.209  -0.812
O  2.871  1.171  -0.981
H  -2.221  1.591  -3.168
H  -1.542  2.804  -3.915
O  -2.383  2.540  -3.514
H  -4.489  -2.432  2.806
H  -5.336  -1.419  3.613
O  -4.319  -1.742  3.468
H  3.581  -1.181  3.718
H  4.560  -2.180  4.397
O  4.464  -1.530  3.610
H  -0.774  4.519  0.040
H  -1.906  3.764  -0.708
O  -0.927  3.536  -0.363
H  -4.729  -2.721  -2.821
O  -5.542  -2.877  -2.162
H  1.441  -1.607  -3.346
O  1.063  -1.236  -4.169
H  -2.448  -3.957  2.189
H  -2.147  -5.204  1.203
O  -2.808  -4.524  1.440
H  -1.926  1.949  1.073
H  -1.204  3.168  1.294
O  -1.690  2.377  1.818
H  0.147  -0.062  -5.519
H  -0.298  1.282  -5.526
O  0.141  0.763  -5.949
H  3.664  -2.224  1.289
H  3.071  -2.847  -0.092
O  3.284  -2.906  0.786
H  -4.965  2.120  -1.302
O  -5.300  2.736  -0.691
H  2.094  3.009  3.415
H  2.346  3.523  4.726
O  1.564  3.180  4.160
H  1.140  -3.097  -0.031
H  0.986  -4.669  0.139
O  1.364  -4.028  -0.494
H  -3.966  -0.271  -3.938
H  -3.575  -0.905  -2.324
O  -3.525  -0.158  -3.051
H  -0.263  -1.960  -5.179
H  -1.475  -2.331  -4.420
O  -1.189  -2.160  -5.430
H  0.686  -1.287  3.187
H  1.753  -1.116  2.130
O  1.247  -1.808  2.645
H  -0.702  -1.349  -1.894
H  0.270  -0.079  -1.680
O  -0.427  -0.415  -2.261
H  -0.191  4.555  2.816
O  -0.228  5.463  2.566
H  -2.474  1.718  -1.287
H  -1.682  0.572  -0.928
O  -2.367  1.264  -0.482
H  -3.174  -1.320  1.505
O  -2.297  -1.146  1.901
H  1.978  -0.150  6.268
H  1.717  -1.334  5.403
O  2.042  -1.109  6.378
H  5.264  3.333  -0.601
H  5.965  2.210  -0.672
O  5.140  2.422  -0.278
H  -4.815  0.933  0.631
H  -3.483  0.414  0.371
O  -4.190  0.305  1.006
H  2.880  -4.396  -1.911
H  2.214  -3.605  -3.028
O  2.897  -4.291  -2.881
H  -1.597  -2.837  -0.712
H  -3.026  -3.272  -0.881
O  -2.422  -2.597  -1.162
H  -2.516  0.174  5.044
H  -1.964  0.579  3.755
O  -1.818  0.526  4.656
H  1.582  1.691  0.320
H  0.605  2.614  1.167
O  1.398  2.136  1.058
H  -0.178  0.207  4.106
H  0.751  0.829  2.713
O  0.611  0.242  3.552
H  1.043  3.265  -3.464
H  2.149  2.799  -4.545
O  1.469  2.509  -3.910
H  2.610  3.946  0.430
H  3.227  5.222  -0.559
O  3.134  4.253  -0.411
H  3.168  3.190  -2.557
O  3.848  2.920  -3.052
H  4.671  0.421  2.619
H  3.830  1.345  1.883
O  3.814  0.789  2.564
H  0.780  5.442  2.803
H  -5.231  -3.470  -1.555
H  -2.474  -1.781  2.721
H  1.969  -1.367  -4.638
H  -6.017  3.261  -0.948
H  3.990  2.023  -2.855
O  0.489  -6.207  2.021
H  0.958  -5.855  2.629
H  1.045  -6.528  1.393
O  5.459  0.697  -2.945
H  5.544  1.058  -2.018
H  4.960  -0.038  -2.949
O  -0.457  -3.124  1.419
H  0.474  -3.452  1.772
H  -0.463  -2.145  1.543
O  3.275  -1.384  -1.860
H  3.039  -0.543  -1.491
H  3.987  -1.591  -2.477
O  -5.837  -1.844  0.282
H  -5.320  -1.047  0.790
H  -5.780  -1.659  -0.563
O  -3.234  4.492  -0.642
H  -3.610  4.111  0.394
H  -3.641  3.685  -1.098
O  0.403  -0.114  0.673
H  -0.155  0.605  1.033
H  0.038  -0.662  0.080


5.
DFT (ωB97M-V/def2-TZVPD) results for a 2-piece molecular cluster, C4H3I overall.

Values from the calculation:
HOMO-LUMO gap (alpha / beta) = 0.241 / 0.240 hartree
Highest occupied orbital energy (alpha / beta) = -8.4 / -8.4 eV
ΔE to the lowest compared entry with this formula, charge and spin = 180.91 kcal per mole

Geometry (Å):
C  -0.688  -0.753  2.396
C  -0.217  -0.135  1.459
C  -0.195  -0.100  -2.710
C  0.524  0.097  0.351
I  1.579  1.859  -0.102
H  -1.106  -1.412  3.104
H  -0.385  -0.345  -1.577
H  0.486  0.790  -2.920


6.
DFT (ωB97M-V/def2-TZVPD) results for a 2-piece molecular cluster, C2H4IN overall.

Values from the calculation:
HOMO-LUMO gap (alpha / beta) = 0.260 / 0.260 hartree
Highest occupied orbital energy (alpha / beta) = -8.4 / -8.4 eV
ΔE to the lowest compared entry with this formula, charge and spin = 32.37 kcal per mole

Geometry (Å):
C  0.311  -0.277  -0.009
C  -0.291  0.984  0.211
N  1.275  -0.886  0.388
I  -1.315  -1.945  -1.931
H  0.459  1.487  0.791
H  -1.215  0.942  0.703
H  -0.547  1.597  -0.574
H  1.323  -1.903  0.422